Record 1
ORCA calculation (ωB97M-V/def2-TZVPD) on a molecular structure, C12H30AgO16P2S2 in a non-equilibrium geometry.

XYZ file:
```
63
C12H30AgO16P2S2 | the Open Molecules 2025 dataset | ωB97M-V/def2-TZVPD
Ag 0.91 -0.10 -0.02
S -2.49 2.73 2.62
O -1.29 2.08 3.15
O -2.63 4.16 2.93
O -2.35 2.40 1.23
O -3.76 2.38 3.20
S 4.27 -2.14 -3.01
O 5.36 -1.26 -3.30
O 3.02 -1.45 -3.36
O 4.40 -3.42 -3.63
O 4.05 -2.20 -1.57
C 0.49 6.81 -2.79
C 1.99 6.53 -3.07
O 2.80 7.20 -2.17
P 3.08 6.52 -0.65
O 2.69 5.11 -0.59
O 4.61 6.75 -0.38
C 5.36 6.01 0.53
C 6.74 5.66 -0.02
O 2.38 7.55 0.34
C 2.53 8.92 0.20
C 1.67 9.54 1.26
H 0.20 7.83 -3.01
H -0.19 6.20 -3.39
H 0.30 6.46 -1.78
H 2.15 5.46 -2.95
H 2.37 6.50 -4.09
H 5.55 6.68 1.37
H 4.81 5.15 0.92
H 7.47 6.38 0.35
H 6.95 4.63 0.27
H 6.85 5.73 -1.10
H 3.57 9.22 0.34
H 2.19 9.20 -0.79
H 1.63 10.62 1.13
H 0.62 9.27 1.30
H 2.09 9.33 2.24
C -6.33 -5.78 2.21
C -5.02 -5.33 1.85
O -4.12 -6.38 1.80
P -2.92 -6.29 0.76
O -2.43 -4.96 0.62
O -1.85 -7.27 1.50
C -2.29 -8.57 1.56
C -1.76 -9.25 2.79
O -3.42 -7.20 -0.57
C -2.55 -7.18 -1.64
C -3.21 -8.21 -2.53
H -6.90 -4.89 2.52
H -6.93 -6.15 1.37
H -6.25 -6.49 3.03
H -5.18 -4.90 0.87
H -4.63 -4.55 2.51
H -3.37 -8.73 1.50
H -1.96 -9.06 0.64
H -1.86 -8.50 3.58
H -2.36 -10.13 3.02
H -0.74 -9.60 2.68
H -2.59 -6.16 -2.03
H -1.51 -7.33 -1.37
H -2.86 -8.28 -3.56
H -3.07 -9.27 -2.31
H -4.27 -7.95 -2.53
```

Properties
spin multiplicity: 2
HOMO: -0.674 eV
E: -89936.4974 eV
ΔE to the lowest compared entry with this formula, charge and spin: 196.0 kcal/mol
Kohn-Sham gap: 3.27 eV
total charge: -2
LUMO level: 2.596 eV

Atomic partial charges in e from the Mulliken method, atoms 1 to 2: 0.578, 1.286



Record 2
ORCA calculation (ωB97M-V/def2-TZVPD) on a molecular structure, C28H21HfN6O3S2.

XYZ file:
```
61
C28H21HfN6O3S2 | the Open Molecules 2025 dataset | ωB97M-V/def2-TZVPD
Hf -0.01 -0.36 0.07
C -3.14 -3.59 0.82
C -1.92 -2.99 0.53
N -1.59 -1.76 0.96
C -2.46 -1.15 1.83
C -3.71 -1.68 2.16
C -4.05 -2.93 1.60
C -4.52 -0.98 3.11
C -4.05 0.10 3.77
C -2.72 0.58 3.52
C -2.09 1.54 4.33
C -0.76 1.83 4.11
C -0.10 1.24 3.04
N -0.68 0.37 2.20
C -1.97 0.00 2.50
H -3.35 -4.57 0.41
H -1.20 -3.50 -0.09
H -5.02 -3.37 1.83
H -5.51 -1.37 3.33
H -4.65 0.59 4.52
H -2.63 2.01 5.14
H -0.22 2.51 4.75
H 0.94 1.48 2.86
C 5.02 -1.30 -1.32
N 4.52 -0.26 -0.42
C 5.27 0.36 0.57
C 4.49 1.28 1.17
N 3.24 1.22 0.54
C 3.30 0.27 -0.44
S 2.02 -0.18 -1.51
C 2.23 2.19 0.61
C 2.57 3.52 0.84
C 1.58 4.48 0.83
C 0.27 4.09 0.57
C 0.01 2.75 0.38
N 0.96 1.79 0.41
H 5.94 -1.70 -0.91
H 5.21 -0.87 -2.30
H 4.27 -2.09 -1.40
H 6.29 0.06 0.77
H 4.68 1.94 2.00
H 3.61 3.79 0.98
H 1.83 5.52 0.99
H -0.54 4.81 0.53
H -1.01 2.43 0.22
O -2.64 -3.36 -4.90
S -2.80 -3.25 -3.50
O -3.58 -4.15 -2.72
N -1.26 -3.20 -2.75
C -1.16 -2.11 -2.12
O -0.18 -1.79 -1.28
C -2.22 -1.09 -2.26
C -2.30 0.17 -1.70
C -3.43 0.95 -1.92
C -4.46 0.45 -2.72
C -4.38 -0.82 -3.30
C -3.25 -1.57 -3.04
H -1.49 0.73 -1.15
H -3.51 1.94 -1.51
H -5.32 1.06 -2.91
H -5.18 -1.20 -3.92
```

Properties
HOMO: -17.525 eV
E: -67413.7224 eV
ΔE to the lowest compared entry with this formula, charge and spin: 71.7 kcal/mol
Kohn-Sham gap: 6.88 eV
total charge: +3
LUMO level: -10.643 eV

Atomic partial charges in e from the Mulliken method, atoms 1 to 2: 1.084, -0.928



Record 3
ORCA calculation (ωB97M-V/def2-TZVPD) on a molecular structure, C14H28O14Rb2 in a non-equilibrium geometry.

XYZ file:
```
58
C14H28O14Rb2 | the Open Molecules 2025 dataset | ωB97M-V/def2-TZVPD
Rb -3.63 0.51 -2.29
Rb 3.17 0.85 -6.00
O -1.22 2.20 -2.34
C -0.10 1.46 -2.05
C 1.34 1.62 -2.60
O 1.67 1.90 -3.90
H -0.45 0.39 -2.22
H -0.07 1.34 -0.93
H 1.89 0.76 -2.16
H 1.74 2.47 -2.00
C 0.51 3.21 1.59
O 0.86 4.36 0.83
C 2.13 4.68 0.61
O 3.03 4.22 1.26
O 2.19 5.50 -0.41
C 3.46 5.68 -1.03
H -0.55 3.27 1.83
H 0.97 3.29 2.58
H 0.73 2.33 1.01
H 4.11 6.22 -0.35
H 3.36 6.31 -1.91
H 3.87 4.71 -1.32
C -1.76 0.38 1.50
O -2.34 -0.92 1.69
C -3.57 -1.20 1.26
O -4.16 -0.58 0.40
O -3.87 -2.42 1.66
C -5.20 -2.87 1.47
H -0.72 0.28 1.79
H -2.21 1.12 2.16
H -1.97 0.69 0.48
H -5.27 -3.79 2.04
H -5.41 -3.11 0.43
H -5.96 -2.16 1.80
C 0.10 -2.29 -0.71
O -0.47 -3.37 -1.43
C -1.73 -3.27 -1.82
O -2.44 -2.34 -1.53
O -2.00 -4.24 -2.66
C -3.31 -4.33 -3.20
H 0.40 -1.44 -1.33
H 1.00 -2.69 -0.25
H -0.45 -1.89 0.14
H -4.10 -4.79 -2.60
H -3.19 -4.88 -4.14
H -3.66 -3.33 -3.46
C 3.06 -0.54 0.09
O 2.67 -1.43 1.13
C 2.63 -1.01 2.39
O 2.71 0.12 2.75
O 2.41 -2.10 3.14
C 2.56 -1.95 4.57
H 2.31 0.26 0.11
H 3.03 -1.06 -0.86
H 4.07 -0.16 0.19
H 1.71 -1.37 4.91
H 3.58 -1.65 4.80
H 2.52 -2.99 4.89
```

Properties
HOMO: -4.767 eV
E: -44943.5261 eV
ΔE to the lowest compared entry with this formula, charge and spin: 41.4 kcal/mol
Kohn-Sham gap: 4.01 eV
LUMO level: -0.754 eV

Atomic partial charges in e from the Mulliken method, atoms 1 to 2: 0.859, 0.922



Record 4
ORCA calculation (ωB97M-V/def2-TZVPD) on 2 unconnected molecules or ions with the total composition C3H11N3 in a non-equilibrium geometry.

XYZ file:
```
17
C3H11N3 | the Open Molecules 2025 dataset | ωB97M-V/def2-TZVPD
C -0.70 0.51 -2.41
N -0.61 1.23 -1.39
C 0.31 2.36 -1.46
H -1.21 -0.44 -2.34
H -0.31 0.74 -3.42
H 1.25 2.00 -1.05
H 0.47 2.66 -2.50
H -0.04 3.20 -0.88
N 0.35 -0.46 2.59
C 0.42 -1.09 1.30
N -0.49 -2.22 0.97
H 0.78 -1.04 3.31
H -0.61 -0.35 2.90
H 1.42 -1.46 1.13
H 0.32 -0.36 0.50
H -1.33 -2.18 1.54
H -0.03 -3.09 1.20
```

Properties
HOMO: -9.070 eV
E: -7758.3825 eV
ΔE to the lowest compared entry with this formula, charge and spin: 39.2 kcal/mol
Kohn-Sham gap: 10.24 eV
LUMO level: 1.168 eV

Atomic partial charges in e from the Mulliken method, atoms 1 to 2: -0.246, -0.377



Record 5
ORCA calculation (ωB97M-V/def2-TZVPD) on a molecular structure, C27H71AsF6N5O9Ti in a non-equilibrium geometry.

XYZ file:
```
120
C27H71AsF6N5O9Ti | the Open Molecules 2025 dataset | ωB97M-V/def2-TZVPD
Ti 0.04 0.21 -0.01
As 0.65 3.76 -2.56
F 1.38 4.42 -1.18
F 2.00 2.81 -2.81
F -0.18 2.87 -3.87
F -0.91 4.55 -2.28
F 1.26 4.97 -3.54
F 0.06 2.46 -1.45
C 1.34 7.50 -0.75
O 2.07 7.36 -1.92
H 1.81 6.81 -0.02
H 1.42 8.54 -0.46
H 0.32 7.17 -0.86
H 1.95 6.42 -2.18
C 0.09 3.75 1.88
C -0.17 2.49 2.69
C -1.04 2.64 3.94
O -1.28 1.34 4.50
C -2.36 1.34 5.50
N -0.83 1.58 1.75
H 0.66 3.54 1.06
H 0.62 4.60 2.39
H -0.84 4.10 1.46
H 0.68 2.04 3.20
H -2.00 3.20 3.70
H -0.49 3.25 4.75
H -3.23 1.92 5.26
H -1.91 1.71 6.39
H -2.64 0.28 5.57
H -1.15 0.75 2.29
H -1.66 1.93 1.35
C -4.97 -0.89 2.60
C -5.23 -2.03 1.62
C -6.64 -2.62 1.63
O -6.80 -3.76 0.87
C -8.10 -4.24 1.11
N -4.81 -1.58 0.27
H -5.41 -1.14 3.61
H -5.40 0.03 2.26
H -3.89 -0.65 2.59
H -4.47 -2.78 1.91
H -7.40 -1.90 1.32
H -6.88 -2.93 2.61
H -8.43 -4.93 0.38
H -8.79 -3.39 1.07
H -8.26 -4.63 2.15
H -5.32 -0.73 0.04
H -4.99 -2.24 -0.47
C 1.41 -0.33 -3.07
O 0.28 -0.19 -2.26
C -0.95 -0.44 -3.02
C -2.08 -0.72 -2.02
N -2.13 0.36 -1.08
C -2.76 1.47 -1.70
C -2.88 2.61 -0.72
O -3.41 2.05 0.52
C -3.92 2.92 1.45
H 1.67 -1.30 -3.43
H 2.23 -0.03 -2.48
H 1.43 0.32 -3.93
H -0.95 -1.34 -3.60
H -1.09 0.43 -3.67
H -1.80 -1.63 -1.46
H -3.02 -0.88 -2.49
H -2.66 0.07 -0.24
H -3.72 1.25 -2.08
H -2.23 1.90 -2.59
H -3.58 3.48 -0.95
H -1.93 3.08 -0.54
H -4.82 3.45 1.11
H -3.13 3.66 1.62
H -4.24 2.35 2.39
C -1.38 -2.36 1.68
O -0.40 -1.36 1.68
C 0.84 -1.93 2.03
C 1.87 -0.82 2.15
N 2.14 -0.07 0.90
C 2.89 1.20 1.18
C 3.52 1.52 -0.16
O 4.27 0.43 -0.64
C 5.01 0.83 -1.79
H -1.11 -3.14 0.97
H -2.26 -1.90 1.27
H -1.54 -2.80 2.64
H 1.04 -2.70 1.29
H 0.82 -2.30 3.04
H 2.78 -1.36 2.56
H 1.35 -0.18 2.84
H 2.85 -0.62 0.36
H 3.63 0.99 1.97
H 2.26 2.06 1.47
H 4.14 2.42 -0.05
H 2.71 1.76 -0.93
H 4.39 1.13 -2.67
H 5.52 -0.09 -2.13
H 5.75 1.65 -1.61
C 8.77 -2.98 -1.50
O 7.60 -3.11 -2.34
C 6.44 -3.29 -1.62
C 5.38 -3.75 -2.58
N 4.16 -4.20 -1.79
C 3.32 -3.04 -1.32
C 1.91 -3.50 -1.13
O 1.49 -4.02 -2.39
C 0.13 -4.22 -2.50
H 8.48 -2.35 -0.69
H 9.62 -2.70 -2.08
H 8.99 -3.96 -1.11
H 6.13 -2.37 -1.18
H 6.57 -4.02 -0.81
H 5.87 -4.62 -3.19
H 5.12 -2.98 -3.34
H 3.55 -4.76 -2.42
H 3.39 -2.30 -2.07
H 3.76 -2.73 -0.34
H 1.29 -2.66 -0.73
H 1.98 -4.36 -0.44
H -0.05 -4.51 -3.56
H -0.40 -3.33 -2.17
H -0.20 -5.05 -1.91
```

Properties
spin multiplicity: 4
HOMO (spin up / spin down): -4.104 / -8.899 eV
E: -155283.8510 eV
Kohn-Sham gap (spin up / spin down): 4.40 / 9.16 eV
LUMO level (spin up / spin down): 0.291 / 0.257 eV

Atomic partial charges in e from the Mulliken method, atoms 1 to 2: 0.429, 2.248



Record 6
ORCA calculation (ωB97M-V/def2-TZVPD) on 2 unconnected molecules or ions with the total composition C5H4N2O in a non-equilibrium geometry.

XYZ file:
```
12
C5H4N2O | the Open Molecules 2025 dataset | ωB97M-V/def2-TZVPD
N -0.14 2.18 -0.98
C -0.18 0.99 -1.16
C -0.58 -0.20 -1.37
C -0.74 -1.41 -1.54
N -1.25 -2.49 -1.60
H 0.12 2.77 -0.10
H -1.00 -3.43 -1.14
C 0.31 0.12 1.87
C 1.38 0.55 1.20
O 2.33 0.94 0.68
H 0.03 0.52 2.79
H -0.27 -0.55 1.34
```

Properties
HOMO: -8.534 eV
E: -10272.6680 eV
ΔE to the lowest compared entry with this formula, charge and spin: 94.4 kcal/mol
Kohn-Sham gap: 8.60 eV
LUMO level: 0.067 eV

Atomic partial charges in e from the Mulliken method, atoms 1 to 2: -0.513, 0.535



Which of these has the highest E? C3H11N3